[1]
The following is a DFT calculation (ωB97M-V with the def2-TZVPD basis set) of a structure of composition C7H28As2CrF12N14O7.

Each line ends with the Löwdin spin population.
Cartesian coordinates (Å):
Cr: -0.939 -18.244 0.717  2.837
As: -1.355 -22.166 -1.074  0.000
F: 0.331 -22.175 -1.534  0.000
F: -1.595 -23.745 -1.686  0.000
F: -2.969 -22.047 -0.447  0.000
F: -1.103 -20.469 -0.517  0.009
F: -1.838 -21.513 -2.617  0.000
F: -0.911 -22.793 0.496  0.000
As: -5.087 -17.602 3.085  0.000
F: -4.645 -16.087 3.853  0.000
F: -4.540 -18.410 4.538  0.000
F: -5.553 -19.092 2.315  0.000
F: -5.600 -16.726 1.665  0.000
F: -3.459 -17.776 2.391  0.001
F: -6.662 -17.508 3.779  0.000
C: -3.718 -18.608 -0.903  0.003
O: -2.815 -18.584 -0.052  0.009
N: -3.516 -19.154 -2.135  0.004
N: -4.932 -18.003 -0.752  0.002
H: -4.365 -19.503 -2.546  0.000
H: -2.664 -19.688 -2.212  0.000
H: -5.203 -17.762 0.192  0.000
H: -5.673 -18.299 -1.362  0.000
C: -2.099 -15.148 0.765  0.003
O: -1.636 -16.303 0.660  0.009
N: -1.278 -14.079 0.648  0.003
N: -3.399 -14.970 1.079  0.003
H: -0.377 -14.214 0.235  0.000
H: -1.665 -13.172 0.844  0.000
H: -3.809 -14.067 0.902  0.000
H: -3.988 -15.785 0.966  0.000
C: -2.152 -20.609 2.886  0.005
O: -1.592 -19.886 2.055  0.028
N: -2.268 -21.946 2.735  0.001
N: -2.449 -20.190 4.144  0.001
H: -2.676 -22.508 3.457  0.000
H: -2.097 -22.411 1.859  0.000
H: -2.753 -20.939 4.734  0.000
H: -2.308 -19.281 4.523  0.000
C: 1.788 -20.048 0.927  0.005
O: 0.710 -19.433 0.934  0.014
N: 1.824 -21.400 0.836  0.003
N: 2.992 -19.399 0.924  0.001
H: 0.981 -21.897 1.086  0.000
H: 2.693 -21.900 0.873  0.000
H: 2.895 -18.434 1.193  0.000
H: 3.824 -19.941 1.058  0.000
C: 0.250 -18.346 -2.254  0.002
O: -0.489 -18.142 -1.268  0.006
N: 0.776 -19.484 -2.732  0.002
N: 0.593 -17.237 -3.007  0.002
H: 0.977 -19.474 -3.714  0.000
H: 0.605 -20.334 -2.212  0.000
H: 1.429 -17.286 -3.557  0.000
H: 0.163 -16.390 -2.692  0.000
C: 1.747 -16.026 0.455  0.002
O: 0.929 -16.933 0.492  0.015
N: 1.814 -15.034 -0.507  0.000
N: 2.643 -15.794 1.480  0.001
H: 1.096 -14.932 -1.200  0.000
H: 2.698 -14.613 -0.733  0.000
H: 2.628 -16.222 2.387  0.000
H: 3.469 -15.266 1.259  0.000
C: -0.856 -17.091 3.722  0.004
O: -0.395 -17.559 2.674  0.019
N: -0.292 -17.446 4.929  0.001
N: -1.765 -16.093 3.843  0.000
H: 0.394 -18.173 4.803  0.000
H: -0.802 -17.288 5.777  0.000
H: -2.071 -15.666 2.992  0.000
H: -2.200 -15.938 4.731  0.000

Results
Electronic energy, eV: -225626.5047
Multiplicity: 4
<S²>: 3.763
Charge: +1
HOMO-LUMO gap (alpha / beta), eV: 7.5453 / 8.9010



[2]
The following is a DFT calculation (ωB97M-V with the def2-TZVPD basis set) of a cluster of 8 separate species, C7H28ClN4O7 in total.

Each line ends with the natural charge from an NBO analysis.
Cartesian coordinates (Å):
Cl: 0.421 0.708 -0.273  -0.913
C: -2.755 -0.345 -2.344  -0.251
O: -2.637 0.297 -1.072  -0.765
H: -2.194 0.303 -3.018  0.164
H: -2.457 -1.393 -2.339  0.170
H: -3.804 -0.489 -2.600  0.166
H: -1.772 0.194 -0.669  0.499
C: 0.760 -0.642 -3.930  -0.239
O: 1.760 -0.471 -2.983  -0.768
H: 1.237 -0.786 -4.900  0.164
H: 0.123 -1.499 -3.707  0.162
H: 0.185 0.279 -3.833  0.164
H: 1.381 -0.074 -2.195  0.499
C: -1.643 3.958 1.154  -0.255
O: -0.624 3.176 1.776  -0.771
H: -2.124 4.635 1.859  0.163
H: -1.291 4.522 0.289  0.174
H: -2.383 3.171 1.010  0.183
H: -0.160 2.602 1.162  0.493
C: 0.905 3.310 -2.759  -0.251
O: 1.378 3.717 -1.497  -0.745
H: 1.044 4.060 -3.538  0.163
H: 1.494 2.431 -3.021  0.167
H: -0.134 2.986 -2.706  0.166
H: 1.104 2.998 -0.924  0.488
C: 1.460 -2.784 -0.637  -0.261
O: 1.970 -3.517 -1.778  -0.745
H: 0.396 -2.986 -0.509  0.196
H: 2.019 -3.101 0.243  0.143
H: 1.694 -1.727 -0.762  0.194
H: 2.738 -3.044 -2.107  0.466
C: -1.683 -2.858 1.987  0.748
O: -2.257 -3.085 0.951  -0.665
N: -0.755 -1.958 2.207  -0.844
N: -1.720 -3.676 2.986  -0.821
H: -0.040 -1.990 2.920  0.388
H: -0.426 -1.353 1.468  0.417
H: -1.296 -3.386 3.856  0.378
H: -2.555 -4.243 2.982  0.393
C: 1.715 0.244 3.917  0.741
O: 1.854 0.041 5.111  -0.716
N: 2.563 -0.124 3.002  -0.830
N: 0.637 0.796 3.440  -0.825
H: 3.304 -0.792 3.159  0.400
H: 2.226 0.016 2.060  0.400
H: -0.068 1.078 4.105  0.407
H: 0.412 0.800 2.455  0.410

Results
Electronic energy, eV: -40531.0826
Energy above the lowest of the compared OMol25 structures with the same formula, charge and spin, eV: 1.412
Multiplicity: 1
Charge: -1
HOMO-LUMO gap, eV: 9.7013